No. 1
Molecular formula: C28H29ClMgN2O8SSi
Method: DFT, the ωB97M-V functional and the def2-TZVPD basis

Values from the calculation:
- Charge: -2
- Gap between HOMO and LUMO: 6.336 eV
- ΔE to the lowest compared entry with this formula, charge and spin: 3.90 kJ/mol
- DFT total energy: -3144.13968 Eh

Element x y z (Å)
Mg -0.689 0.660 0.114
O 1.109 3.501 -1.216
C 0.559 2.776 -2.297
C -0.951 2.800 -2.313
C -1.642 3.701 -3.108
C -3.027 3.733 -3.052
C -3.675 2.864 -2.196
C -2.915 1.980 -1.444
N -1.586 1.932 -1.516
H 0.539 3.380 -0.419
H 0.898 1.732 -2.290
H 0.923 3.253 -3.213
H -1.088 4.378 -3.746
H -3.586 4.433 -3.662
H -4.751 2.856 -2.092
H -3.379 1.267 -0.775
O -2.791 3.093 1.415
S -1.519 2.556 1.890
O -1.074 3.147 3.142
O -1.575 1.046 1.968
O -0.458 2.728 0.802
C 1.423 -1.333 -3.839
Si 0.096 -1.401 -2.478
C -1.381 -0.605 -3.311
C -0.404 -3.205 -2.213
N 0.621 -0.635 -1.023
C 1.743 -1.082 -0.392
C 2.565 -2.170 -0.765
C 3.675 -2.563 -0.027
C 4.029 -1.901 1.135
C 3.238 -0.831 1.558
C 2.144 -0.448 0.814
O 1.294 0.573 1.205
C 1.761 1.445 2.181
C 2.677 2.419 1.821
C 3.150 3.279 2.797
C 2.705 3.162 4.109
C 1.769 2.194 4.438
C 1.287 1.325 3.470
H 1.021 -1.759 -4.764
H 2.351 -1.852 -3.602
H 1.676 -0.287 -4.040
H -1.636 -1.247 -4.162
H -1.171 0.394 -3.699
H -2.239 -0.554 -2.643
H -0.492 -3.731 -3.169
H -1.379 -3.239 -1.722
H 0.299 -3.754 -1.583
H 2.315 -2.730 -1.654
H 4.262 -3.408 -0.371
H 4.890 -2.205 1.717
H 3.477 -0.301 2.470
H 2.973 2.510 0.784
H 3.853 4.059 2.528
H 3.063 3.851 4.865
H 1.376 2.136 5.445
H 0.509 0.604 3.678
Cl -0.493 -5.476 4.142
C -1.183 -4.352 2.981
C -2.546 -4.389 2.742
C -3.084 -3.507 1.816
C -2.279 -2.590 1.152
C -0.916 -2.576 1.417
C -0.353 -3.460 2.327
C -2.903 -1.643 0.128
O -4.035 -1.920 -0.282
O -2.189 -0.663 -0.235
H -3.169 -5.099 3.272
H -4.142 -3.514 1.587
H -0.283 -1.885 0.880
H 0.712 -3.452 2.519

***

No. 2
Molecular formula: C4H5NO
Method: DFT, the ωB97M-V functional and the def2-TZVPD basis

Values from the calculation:
- Gap between HOMO and LUMO: 8.941 eV
- SMILES: CC1=CN1C=O
- ΔE to the lowest compared entry with this formula, charge and spin: 403.87 kJ/mol
- DFT total energy: -285.26076 Eh

Element x y z (Å)
C -0.687 -0.865 0.092
C 0.589 -0.194 -0.099
C 1.680 0.100 -0.626
N 1.185 0.995 0.504
C 0.621 2.358 0.505
O 1.069 3.291 -0.072
H -1.266 -0.812 -0.804
H -1.043 -0.352 0.936
H -0.346 -1.839 0.277
H 2.606 -0.061 -1.258
H -0.158 2.425 1.245

***

No. 3
Molecular formula: C2H6InO2
Method: DFT, the ωB97M-V functional and the def2-TZVPD basis

Values from the calculation:
- Charge: +3
- Gap between HOMO and LUMO: 4.519 eV
- ΔE to the lowest compared entry with this formula, charge and spin: 207.47 kJ/mol
- DFT total energy: -418.83196 Eh

Element x y z (Å)
In 0.545 2.837 -1.306
C -0.818 -0.423 -0.085
C 0.660 -0.442 0.480
O 1.170 0.821 0.823
O -0.798 0.051 -1.380
H -1.492 0.092 0.659
H -1.274 -1.443 -0.111
H 1.325 -0.971 -0.248
H 0.557 -1.031 1.402
H 1.807 0.665 1.571
H -1.683 -0.155 -1.805

***

No. 4
Molecular formula: C30H36GeN5O10SW
Method: DFT, the ωB97M-V functional and the def2-TZVPD basis

Values from the calculation:
- Charge: -1
- Gap between HOMO and LUMO (spin up / spin down): 4.633 / 6.360 eV
- Spin multiplicity: 3
- ΔE to the lowest compared entry with this formula, charge and spin: 210.08 kJ/mol
- DFT total energy: -4733.29381 Eh

Element x y z (Å)
W -0.021 0.462 -0.046
N 0.614 0.305 2.449
C 0.567 -1.074 2.960
C 0.964 -2.021 1.790
O 1.431 -3.113 2.016
O 0.717 -1.503 0.638
H 1.592 0.599 2.514
H 0.106 0.966 3.062
H -0.453 -1.323 3.265
H 1.238 -1.245 3.806
O 6.817 -1.028 1.403
C 6.309 -1.319 0.322
O 6.715 -1.958 -0.641
C 4.840 -0.714 0.137
C 4.439 0.321 0.991
C 3.181 0.857 0.863
N 2.260 0.375 0.007
C 2.670 -0.577 -0.879
C 3.961 -1.103 -0.861
C 1.619 -1.018 -1.849
O 1.831 -1.785 -2.766
O 0.427 -0.471 -1.622
H 5.142 0.668 1.733
H 2.867 1.729 1.440
H 4.262 -1.828 -1.604
C 0.131 -4.640 -0.532
C -0.991 -4.711 0.500
N -2.309 -4.827 -0.092
C -2.645 -6.112 -0.686
C -2.560 -6.109 -2.211
C -3.288 -3.895 -0.040
O -4.408 -4.112 -0.477
C -2.987 -2.584 0.622
C -3.908 -2.095 1.577
C -3.666 -0.830 2.120
C -2.551 -0.119 1.764
N -1.622 -0.578 0.836
C -1.927 -1.798 0.253
H 1.064 -4.422 -0.022
H -0.049 -3.846 -1.255
H 0.236 -5.585 -1.059
H -0.962 -3.830 1.139
H -0.829 -5.583 1.144
H -3.672 -6.353 -0.390
H -1.964 -6.856 -0.268
H -3.258 -5.377 -2.610
H -2.829 -7.091 -2.593
H -1.556 -5.866 -2.549
H -4.778 -2.674 1.830
H -4.366 -0.409 2.827
H -2.335 0.870 2.161
H -1.271 -2.091 -0.570
C -3.117 3.127 -3.071
Ge -1.339 2.649 -2.205
C -1.046 4.453 -1.350
C -0.098 2.273 -3.734
C -1.780 1.035 -1.183
H -3.026 3.979 -3.736
H -3.817 3.395 -2.284
H -3.548 2.305 -3.631
H -1.694 5.147 -1.876
H -0.026 4.804 -1.444
H -1.329 4.460 -0.301
H -0.249 2.998 -4.529
H -0.316 1.284 -4.128
H 0.941 2.298 -3.421
H -2.058 0.267 -1.924
H -2.687 1.258 -0.606
O 0.863 2.092 -0.980
C 0.705 2.781 0.125
N -0.284 2.280 0.970
S -0.482 3.391 2.204
O -1.745 4.066 2.101
O -0.290 2.680 3.459
C 0.880 4.430 1.774
C 1.391 5.562 2.350
C 2.413 6.246 1.695
C 2.896 5.784 0.459
C 2.405 4.649 -0.124
C 1.373 3.932 0.537
H 1.007 5.906 3.297
H 2.828 7.145 2.122
H 3.670 6.350 -0.041
H 2.764 4.290 -1.075

***

No. 5
Molecular formula: C6H8NO5
Method: DFT, the ωB97M-V functional and the def2-TZVPD basis

Values from the calculation:
- Charge: -1
- Gap between HOMO and LUMO: 7.890 eV
- SMILES: CN(C)CO[C@]1(C(=O)[O-])OC1=O
- ΔE to the lowest compared entry with this formula, charge and spin: 156.89 kJ/mol
- DFT total energy: -664.35859 Eh

Element x y z (Å)
C -0.755 1.177 0.117
N 0.059 -0.034 0.298
C 1.089 -0.239 -0.748
C -0.626 -1.211 0.661
O 0.322 -2.250 0.891
C 1.301 -1.911 1.738
C 2.473 -3.088 1.701
O 2.845 -3.202 0.580
O 2.757 -3.547 2.790
O 0.858 -1.482 3.182
C 1.513 -0.653 2.359
O 2.120 0.382 2.466
H -0.012 1.960 -0.270
H -1.523 0.932 -0.607
H -1.059 1.455 1.227
H 1.772 -1.025 -0.617
H 0.528 -0.534 -1.778
H 1.739 0.719 -0.695
H -1.162 -0.926 1.538
H -1.498 -1.672 -0.021

***

No. 6
Molecular formula: C4H37O15S
Method: DFT, the ωB97M-V functional and the def2-TZVPD basis

Values from the calculation:
- Gap between HOMO and LUMO (spin up / spin down): 9.171 / 3.820 eV
- Spin multiplicity: 2
- DFT total energy: -1701.11683 Eh

Element x y z (Å)
C -0.724 -1.696 -0.819
O -0.885 -2.728 0.151
C -1.618 -0.378 -0.405
C -0.548 0.841 -0.339
C -1.335 2.102 -0.097
S -0.522 3.739 -0.057
H -0.997 -2.032 -1.921
H 0.265 -1.244 -0.930
H -2.411 -0.167 -1.050
H -2.068 -0.414 0.552
H 0.285 0.561 0.345
H -0.069 0.807 -1.371
H -2.042 1.747 0.696
H -2.103 2.359 -0.809
H -0.233 4.011 1.186
H 2.590 3.255 -2.035
H 3.475 2.795 -0.948
O 3.387 2.784 -1.842
H 3.692 1.729 0.898
H 2.669 2.646 1.365
O 3.451 2.653 0.863
H -0.872 1.005 3.677
H -2.130 1.105 2.955
O -1.474 1.618 3.405
H 1.891 -0.480 2.342
H -0.139 -1.204 2.568
O 1.257 -0.538 1.743
H 1.341 -0.233 -2.153
H 1.222 -0.685 -3.662
O 0.828 -0.270 -2.976
H 0.495 2.290 2.868
H 1.145 1.097 2.276
O 1.328 2.036 2.357
H -1.244 -2.345 2.567
H 2.288 -3.234 1.331
O -0.957 -1.556 2.969
H 2.572 0.399 -0.662
H 1.532 -0.306 0.249
O 2.070 -0.399 -0.663
H -1.492 1.077 -4.062
H -0.321 1.543 -3.257
O -0.955 1.905 -3.806
H 3.466 -2.271 -1.744
H 2.561 -2.841 -0.650
O 3.207 -3.050 -1.471
H 1.558 -1.841 1.203
H -0.035 -2.639 0.619
O 1.741 -2.794 0.739
H -3.721 0.760 1.540
H -3.570 -0.584 1.915
O -3.509 0.251 2.234
H -2.658 -2.473 0.846
H -4.226 -2.595 0.698
O -3.543 -2.268 1.230
H -1.516 -1.894 -3.877
H -0.790 -0.879 -3.110
O -1.610 -1.073 -3.671

***

Repeat the third record exactly.
Molecular formula: C2H6InO2
Method: DFT, the ωB97M-V functional and the def2-TZVPD basis

Values from the calculation:
- Charge: +3
- Gap between HOMO and LUMO: 4.519 eV
- ΔE to the lowest compared entry with this formula, charge and spin: 207.47 kJ/mol
- DFT total energy: -418.83196 Eh

Element x y z (Å)
In 0.545 2.837 -1.306
C -0.818 -0.423 -0.085
C 0.660 -0.442 0.480
O 1.170 0.821 0.823
O -0.798 0.051 -1.380
H -1.492 0.092 0.659
H -1.274 -1.443 -0.111
H 1.325 -0.971 -0.248
H 0.557 -1.031 1.402
H 1.807 0.665 1.571
H -1.683 -0.155 -1.805